*i*
Formula: C4H10NOS
Source: the Open Molecules 2025 dataset
Level of theory: wB97M-V/def2-TZVPD

Each line ends with the natural charge from an NBO analysis.
Positions of all 17 atoms, in Å:
C: 1.03 -0.23 0.35  -0.2742
N: 0.17 0.87 0.73  -0.7155
C: -0.47 0.58 2.16  0.1466
O: 0.32 0.06 3.06  -0.9022
C: 0.33 -1.02 -0.64  -0.4175
C: -0.88 -0.42 -1.47  -0.4345
S: -0.68 0.58 -3.15  -0.1805
H: 1.93 0.16 -0.09  0.1713
H: 1.12 -0.96 1.29  0.2275
H: 0.80 1.62 0.89  0.3330
H: -0.98 1.61 2.47  0.0391
H: -1.44 0.13 1.86  0.0587
H: 0.11 -1.96 -0.27  0.2047
H: 1.00 -1.22 -1.55  0.1784
H: -1.45 0.33 -0.82  0.2557
H: -1.44 -1.18 -2.01  0.1918
H: 0.52 1.05 -2.83  0.1175

The charge is -1. The calculation puts the HOMO energy at -2.80 eV. Its SMILES is [O-]CNCCCS. As for the gap between HOMO and LUMO: 5.96 eV.


*ii*
Formula: C4H10NOS
Source: the Open Molecules 2025 dataset
Level of theory: wB97M-V/def2-TZVPD

Each line ends with the natural charge from an NBO analysis.
Positions of all 17 atoms, in Å:
C: -1.81 1.32 0.25  -0.4092
N: -1.27 0.13 -0.35  -0.6511
C: 0.00 -0.40 0.18  -0.0837
C: 0.33 -1.82 -0.29  -0.5405
S: 1.77 -2.47 0.53  -0.6954
C: 1.20 0.51 -0.29  -0.0831
O: 2.05 0.79 0.79  -0.7762
H: -2.90 1.17 0.32  0.1744
H: -1.35 1.47 1.27  0.1984
H: -1.69 2.23 -0.35  0.1600
H: -1.25 0.23 -1.36  0.3419
H: -0.07 -0.33 1.27  0.1919
H: 0.48 -1.75 -1.40  0.1640
H: -0.51 -2.48 -0.01  0.1933
H: 2.44 -0.05 1.09  0.4960
H: 1.77 -0.04 -1.06  0.1708
H: 0.80 1.48 -0.59  0.1486

The charge is -1. The calculation puts the HOMO energy at -2.63 eV. Its SMILES is CN[C@H](CO)C[S-]. As for the gap between HOMO and LUMO: 6.39 eV.


*iii*
Formula: C4H10NOS
Source: the Open Molecules 2025 dataset
Level of theory: wB97M-V/def2-TZVPD

Each line ends with the natural charge from an NBO analysis.
Positions of all 17 atoms, in Å:
C: 0.33 1.69 0.92  -0.6408
C: 0.04 0.35 0.17  -0.0540
C: 0.93 0.24 -1.07  -0.5614
S: 0.43 1.19 -2.54  -0.1205
N: 0.07 -0.80 1.11  -0.6944
C: -1.02 -1.74 0.64  0.1276
O: -0.68 -2.41 -0.49  -0.9735
H: -0.01 2.46 0.23  0.2041
H: 1.35 1.69 1.28  0.1862
H: -0.20 1.59 1.89  0.2159
H: -0.98 0.47 -0.20  0.1824
H: 0.78 -0.80 -1.35  0.2930
H: 1.90 0.65 -0.79  0.1951
H: -0.63 0.32 -2.74  0.1422
H: 0.88 -1.40 0.97  0.3509
H: -1.90 -1.08 0.47  0.0707
H: -1.27 -2.41 1.49  0.0763

The charge is -1. The calculation puts the HOMO energy at -2.79 eV. Its SMILES is C[C@@H](CS)NC[O-]. As for the gap between HOMO and LUMO: 6.08 eV.


Taking the most stable structure as the zero point, the relative energies in hartree are *i* 0.0874; *ii* 0.0000; *iii* 0.0367.


*i*
Formula: C6H14NS
Source: the Open Molecules 2025 dataset
Level of theory: wB97M-V/def2-TZVPD

Each line ends with the natural charge from an NBO analysis.
Positions of all 22 atoms, in Å:
C: -0.36 3.04 1.42  -0.6690
C: -1.01 1.61 1.37  -0.5119
C: -0.11 0.63 1.98  -0.2457
C: -0.34 0.02 3.19  -1.0492
H: 0.63 3.03 0.90  0.2047
H: -1.03 3.83 1.04  0.1753
H: -0.20 3.30 2.50  0.1853
H: -1.12 1.32 0.32  0.2461
H: -2.02 1.60 1.87  0.1762
H: 0.72 0.30 1.38  0.2033
H: 0.32 -0.79 3.55  0.1579
H: -1.21 0.26 3.77  0.1235
C: 0.28 -2.10 -2.90  -0.2233
C: -0.14 -1.49 -1.57  -0.5444
S: 0.65 0.15 -1.35  -0.7242
N: 1.75 -2.25 -3.15  -0.8872
H: -0.07 -1.45 -3.72  0.1729
H: -0.13 -3.11 -2.95  0.1491
H: 0.27 -2.18 -0.82  0.1674
H: -1.24 -1.44 -1.44  0.1818
H: 2.14 -2.94 -2.56  0.3261
H: 2.23 -1.34 -2.84  0.3854

The charge is -2. The calculation puts the HOMO energy (alpha / beta) at 4.06 / -0.31 eV. As for the gap between HOMO and LUMO (alpha / beta): 2.10 / 6.41 eV. The multiplicity is 2.


*ii*
Formula: C6H14NS
Source: the Open Molecules 2025 dataset
Level of theory: wB97M-V/def2-TZVPD

Each line ends with the natural charge from an NBO analysis.
Positions of all 22 atoms, in Å:
C: -1.11 0.48 1.12  -0.4242
C: -2.24 0.93 0.08  -0.5332
S: -3.42 -0.39 -0.41  -0.7540
C: -0.52 -0.94 0.83  -0.3768
N: 1.20 -0.57 0.64  -0.8495
C: 2.09 2.25 -0.30  -0.8898
C: 0.44 -1.03 -0.39  -0.1200
C: 0.61 -2.44 -0.91  -0.6678
H: -0.17 1.02 1.10  0.2364
H: -1.71 0.57 2.14  0.1569
H: -1.75 1.12 -0.88  0.1701
H: -2.56 1.95 0.35  0.1551
H: -0.26 -1.53 1.73  0.2056
H: -1.36 -1.58 0.30  0.1996
H: 2.02 2.15 0.82  0.2319
H: 1.56 1.43 -0.74  0.2583
H: 3.16 2.06 -0.41  0.1813
H: 1.82 3.25 -0.68  0.1640
H: 0.09 -0.42 -1.24  0.1119
H: 1.06 -2.41 -1.92  0.1616
H: -0.35 -2.90 -0.89  0.1976
H: 1.41 -3.00 -0.35  0.1851

The charge is -2. The calculation puts the HOMO energy (alpha / beta) at 3.39 / 1.71 eV. As for the gap between HOMO and LUMO (alpha / beta): 2.98 / 4.47 eV. The multiplicity is 2.


Taking the most stable structure as the zero point, the relative energies in hartree are *i* 0.0000; *ii* 0.1368.


*i*
Formula: C2H7O2PS
Source: the Open Molecules 2025 dataset
Level of theory: wB97M-V/def2-TZVPD

Each line ends with the natural charge from an NBO analysis.
Positions of all 13 atoms, in Å:
C: -2.35 -1.04 0.48  -0.6165
C: 2.22 0.78 0.43  -0.8736
O: 1.12 -1.54 0.84  -0.9521
O: 0.91 -0.65 -1.42  -0.9509
P: -0.83 0.89 0.50  0.1116
S: 0.92 -0.38 0.01  1.8786
H: -3.29 -0.73 1.03  0.2165
H: -1.79 -1.90 0.83  0.2240
H: -2.48 -1.05 -0.54  0.1928
H: 2.63 1.19 -0.50  0.2526
H: 1.64 1.51 1.03  0.2386
H: 3.00 0.29 0.97  0.2585
H: -0.68 1.04 -0.97  0.0200

The calculation puts the HOMO energy at -9.79 eV. As for the gap between HOMO and LUMO: 9.43 eV.


*ii*
Formula: C2H7O2PS
Source: the Open Molecules 2025 dataset
Level of theory: wB97M-V/def2-TZVPD

Each line ends with the natural charge from an NBO analysis.
Positions of all 13 atoms, in Å:
C: -1.52 -0.85 0.97  -1.1262
C: 1.56 0.46 1.11  -0.2231
O: -1.76 0.98 -1.03  -0.9844
O: 0.49 0.92 0.21  -0.8379
P: -0.78 0.06 -0.25  1.9984
S: 0.42 -1.00 -2.21  -0.5344
H: -0.64 -1.31 1.47  0.2187
H: -2.10 -1.54 0.51  0.2220
H: 1.69 -0.55 0.93  0.1969
H: 1.15 0.76 2.05  0.2006
H: 2.30 1.10 0.77  0.2041
H: -1.81 0.83 -1.98  0.5372
H: 1.00 0.15 -2.55  0.1282

The calculation puts the HOMO energy at -8.57 eV. Its SMILES is C=[P@](O)(S)OC. As for the gap between HOMO and LUMO: 8.92 eV.


Taking the most stable structure as the zero point, the relative energies in hartree are *i* 0.0662; *ii* 0.0000.


*i*
Formula: C3H7NOS
Source: the Open Molecules 2025 dataset
Level of theory: wB97M-V/def2-TZVPD

Each line ends with the natural charge from an NBO analysis.
Positions of all 13 atoms, in Å:
C: -0.33 -0.38 0.04  -0.5428
C: 1.06 -0.65 0.61  -0.5116
S: 1.21 -2.09 1.85  0.6556
C: -0.42 0.99 -0.73  0.6863
N: -1.64 1.22 -1.44  -0.8525
O: 0.54 1.77 -0.81  -0.5697
H: -0.65 -1.07 -0.73  0.2608
H: -1.03 -0.25 0.86  0.2493
H: 1.86 -0.84 -0.14  0.2999
H: 1.33 0.27 1.13  0.2927
H: 2.22 -1.72 2.73  0.1846
H: -1.67 1.92 -2.28  0.4480
H: -2.48 0.84 -1.10  0.3994

The charge is +1. The calculation puts the HOMO energy (alpha / beta) at -13.72 / -13.70 eV. As for the gap between HOMO and LUMO (alpha / beta): 9.43 / 4.35 eV. The multiplicity is 2.


*ii*
Formula: C3H7NOS
Source: the Open Molecules 2025 dataset
Level of theory: wB97M-V/def2-TZVPD

Each line ends with the natural charge from an NBO analysis.
Positions of all 13 atoms, in Å:
O: -0.68 -2.38 -0.73  -0.5346
C: -0.82 -1.46 0.04  0.4918
N: 0.17 -0.92 0.81  -0.6505
C: 0.27 0.53 0.89  -0.2304
C: 0.26 1.32 -0.45  -0.6363
S: 0.66 0.53 -2.02  0.7202
H: -1.84 -1.03 0.16  0.1446
H: 0.95 -1.46 1.16  0.4333
H: 1.20 0.76 1.41  0.2485
H: -0.58 0.87 1.49  0.2381
H: 1.01 2.11 -0.38  0.2862
H: -0.71 1.82 -0.59  0.3081
H: 0.10 -0.68 -1.78  0.1810

The charge is +1. The calculation puts the HOMO energy (alpha / beta) at -14.49 / -14.48 eV. As for the gap between HOMO and LUMO (alpha / beta): 10.65 / 5.22 eV. The multiplicity is 2.


Taking the most stable structure as the zero point, the relative energies in hartree are *i* 0.0000; *ii* 0.0094.


*i*
Formula: C8H16N2
Source: the Open Molecules 2025 dataset
Level of theory: wB97M-V/def2-TZVPD

Each line ends with the natural charge from an NBO analysis.
Positions of all 26 atoms, in Å:
C: 2.29 -0.22 0.20  -0.3998
C: 1.79 -1.54 -0.19  -0.3974
C: 1.32 0.62 1.12  -0.3917
C: 0.40 -1.32 -0.94  -0.4771
C: -0.01 0.88 0.55  -0.2804
C: -0.45 -0.56 0.06  0.3886
C: -0.06 1.85 -0.63  -0.6301
C: -2.95 0.45 0.05  -0.4435
N: -1.43 -1.20 0.82  -0.5424
N: -2.22 -0.61 -0.38  -0.3248
H: 3.35 -0.36 0.56  0.2168
H: 2.22 0.36 -0.72  0.1919
H: 2.49 -2.09 -0.80  0.2140
H: 1.72 -2.15 0.68  0.1990
H: 1.07 0.05 1.96  0.2026
H: 1.83 1.50 1.36  0.2113
H: 0.36 -0.79 -1.90  0.2398
H: -0.09 -2.35 -1.06  0.2214
H: -0.63 1.29 1.39  0.2356
H: 1.02 1.97 -1.12  0.1999
H: -0.55 2.83 -0.53  0.2276
H: -0.64 1.39 -1.40  0.2203
H: -2.45 1.36 0.32  0.1709
H: -3.39 0.57 -0.90  0.2188
H: -3.67 0.26 0.81  0.1895
H: -1.33 -2.16 0.71  0.3393

The calculation puts the HOMO energy at -8.67 eV. Its SMILES is C[C@@H]1CCCC[C@@]12NN2C. As for the gap between HOMO and LUMO: 9.65 eV.


*ii*
Formula: C8H16N2
Source: the Open Molecules 2025 dataset
Level of theory: wB97M-V/def2-TZVPD

Each line ends with the natural charge from an NBO analysis.
Positions of all 26 atoms, in Å:
C: -1.56 0.81 -1.18  -0.4396
C: -1.09 -0.60 -1.27  -0.4207
C: -0.99 1.15 0.19  -0.0502
C: 0.41 0.51 0.27  -0.0928
C: -0.26 -0.88 -0.02  0.1592
C: 1.08 0.62 1.67  -0.6351
C: 1.46 0.82 -0.70  -0.6015
C: 0.49 -2.16 -0.02  -0.6500
N: -1.81 0.54 1.25  -0.4616
N: -1.29 -0.83 1.13  -0.5130
H: -1.18 1.29 -2.06  0.2134
H: -2.61 0.83 -1.21  0.2252
H: -1.83 -1.47 -1.25  0.2058
H: -0.41 -0.67 -2.11  0.1975
H: -0.95 2.24 0.25  0.2003
H: 0.86 1.54 2.24  0.2144
H: 2.19 0.49 1.67  0.2118
H: 0.84 -0.22 2.30  0.2328
H: 1.11 0.70 -1.70  0.2043
H: 2.42 0.18 -0.45  0.2128
H: 1.67 1.88 -0.53  0.2154
H: 0.70 -2.64 -0.98  0.2197
H: -0.18 -2.87 0.52  0.2359
H: 1.49 -1.89 0.39  0.2215
H: -1.48 0.94 2.19  0.3456
H: -2.14 -1.30 0.92  0.3489

The calculation puts the HOMO energy at -8.37 eV. Its SMILES is CC1(C)[C@H]2CC[C@]1(C)NN2. As for the gap between HOMO and LUMO: 9.27 eV.


*iii*
Formula: C8H16N2
Source: the Open Molecules 2025 dataset
Level of theory: wB97M-V/def2-TZVPD

Each line ends with the natural charge from an NBO analysis.
Positions of all 26 atoms, in Å:
C: 0.18 -0.04 3.25  -0.6517
C: 1.10 0.15 1.94  -0.3973
C: 0.94 -0.94 1.00  -0.4517
C: -0.30 -1.71 0.46  -0.2029
C: -0.10 -0.63 -1.94  -0.0566
C: 0.08 1.61 -3.09  -0.4295
C: -1.36 1.14 -1.12  -0.1197
C: -1.42 0.15 -0.21  -0.0745
H: 0.74 0.61 4.29  0.2264
H: -0.92 0.43 2.84  0.2238
H: 0.07 -1.22 3.61  0.2118
H: 2.06 0.43 2.17  0.2121
H: 0.92 1.35 1.52  0.1658
H: 1.64 -0.80 0.02  0.2029
H: 1.45 -1.54 1.75  0.2240
H: -1.15 -1.69 1.23  0.2019
H: -0.08 -2.75 0.23  0.2104
H: 0.89 -0.27 -1.73  0.1302
H: 0.25 -1.35 -2.77  0.1967
H: 0.81 2.05 -2.46  0.1949
H: -0.72 2.21 -3.52  0.2109
H: 0.38 1.06 -3.88  0.1932
H: -1.72 2.19 -1.08  0.2184
H: -2.00 0.10 0.65  0.2128
N: -0.84 -1.02 -0.75  -0.4439
N: -0.90 0.49 -2.43  -0.4087

The calculation puts the HOMO energy at -7.25 eV. As for the gap between HOMO and LUMO: 8.20 eV.


Taking the most stable structure as the zero point, the relative energies in hartree are *i* 0.0730; *ii* 0.0000; *iii* 0.1543.